{"formula": "C46H59AsCoN8O4S", "method": "the ωB97M-V functional and the def2-TZVPD basis", "species": ["Co", "C", "N", "C", "C", "N", "C", "C", "N", "C", "C", "N", "C", "N", "C", "C", "C", "N", "C", "H", "H", "H", "H", "H", "H", "H", "H", "H", "H", "H", "H", "H", "H", "H", "H", "H", "H", "H", "H", "H", "H", "H", "H", "O", "C", "C", "C", "C", "N", "C", "C", "C", "C", "C", "C", "O", "C", "C", "N", "H", "H", "H", "H", "H", "H", "H", "H", "H", "H", "H", "H", "O", "As", "C", "C", "C", "C", "C", "C", "C", "C", "C", "C", "C", "C", "C", "C", "C", "C", "C", "C", "H", "H", "H", "H", "H", "H", "H", "H", "H", "H", "H", "H", "H", "H", "H", "O", "S", "C", "C", "C", "C", "H", "H", "H", "H", "H", "H", "H", "H"], "coordinates": [[-0.103, 1.307, 0.199], [-2.746, 4.568, 3.038], [-1.768, 3.530, 3.387], [-1.587, 3.280, 4.824], [-0.624, 2.103, 4.813], [0.079, 2.234, 3.528], [1.339, 2.993, 3.677], [-0.800, 2.919, 2.671], [-0.615, 2.892, 1.373], [-1.315, 3.910, 0.577], [-0.779, 3.797, -0.816], [-1.096, 2.435, -1.262], [-1.468, 2.332, -2.522], [-1.283, 3.275, -3.496], [-0.158, 4.187, -3.618], [-2.074, 2.936, -4.683], [-2.401, 1.460, -4.468], [-2.209, 1.328, -3.030], [-2.560, 0.116, -2.354], [-3.276, 4.817, 3.954], [-3.481, 4.220, 2.319], [-2.263, 5.473, 2.680], [-2.547, 3.019, 5.268], [-1.207, 4.173, 5.326], [-1.167, 1.156, 4.837], [0.085, 2.117, 5.637], [2.069, 2.369, 4.188], [1.192, 3.909, 4.259], [1.725, 3.269, 2.700], [-1.137, 4.912, 0.966], [-2.390, 3.719, 0.551], [0.300, 3.972, -0.791], [-1.232, 4.553, -1.455], [0.598, 3.960, -2.873], [-0.460, 5.230, -3.510], [0.285, 4.066, -4.607], [-1.498, 3.120, -5.587], [-2.981, 3.541, -4.723], [-1.743, 0.775, -5.013], [-3.433, 1.230, -4.731], [-3.629, -0.085, -2.456], [-2.005, -0.731, -2.765], [-2.297, 0.224, -1.307], [5.098, -0.588, 4.145], [3.926, -1.353, 4.049], [2.966, -0.634, 3.143], [3.384, 0.424, 2.350], [2.474, 1.047, 1.513], [1.204, 0.665, 1.451], [0.769, -0.321, 2.255], [1.622, -0.999, 3.097], [-0.695, -0.475, 2.212], [-1.436, -1.310, 3.021], [-2.826, -1.297, 2.939], [-3.612, -2.286, 3.757], [-3.231, -3.559, 3.261], [-3.425, -0.402, 2.067], [-2.626, 0.412, 1.280], [-1.299, 0.354, 1.338], [5.734, -1.025, 4.722], [3.447, -1.508, 5.023], [4.118, -2.344, 3.616], [4.406, 0.770, 2.398], [2.756, 1.872, 0.877], [1.249, -1.797, 3.723], [-0.943, -1.979, 3.713], [-4.685, -2.104, 3.653], [-3.347, -2.181, 4.815], [-3.746, -4.242, 3.706], [-4.501, -0.343, 1.975], [-3.046, 1.130, 0.586], [0.151, -0.484, -0.678], [0.028, -2.138, -1.031], [-1.562, -3.093, -0.528], [-1.446, -4.484, -0.483], [-2.569, -5.269, -0.278], [-3.815, -4.676, -0.128], [-3.937, -3.297, -0.188], [-2.815, -2.507, -0.393], [1.442, -3.028, -0.081], [2.730, -3.113, -0.604], [3.733, -3.749, 0.112], [3.453, -4.317, 1.347], [2.168, -4.248, 1.865], [1.164, -3.603, 1.157], [0.179, -2.414, -2.924], [1.307, -2.023, -3.645], [1.387, -2.277, -5.003], [0.341, -2.920, -5.655], [-0.784, -3.307, -4.944], [-0.866, -3.062, -3.580], [-0.487, -4.967, -0.623], [-2.472, -6.345, -0.248], [-4.692, -5.291, 0.021], [-4.911, -2.835, -0.091], [-2.935, -1.439, -0.455], [2.956, -2.738, -1.592], [4.726, -3.831, -0.311], [4.230, -4.840, 1.889], [1.937, -4.718, 2.813], [0.161, -3.582, 1.569], [2.131, -1.516, -3.162], [2.271, -1.988, -5.556], [0.410, -3.126, -6.714], [-1.596, -3.814, -5.446], [-1.745, -3.387, -3.039], [1.464, 1.903, -0.952], [1.964, 1.089, -2.153], [2.700, 2.254, -3.310], [3.783, 1.418, -3.976], [4.576, 0.754, -2.842], [3.604, 0.444, -1.690], [3.099, 3.092, -2.734], [1.929, 2.599, -3.994], [4.415, 2.038, -4.608], [3.324, 0.666, -4.623], [5.347, 1.434, -2.484], [5.079, -0.148, -3.186], [3.865, 0.958, -0.768], [3.500, -0.613, -1.463]], "forces_ev_per_angstrom": [[0.6086, -0.2532, -0.1645], [-0.1024, -0.1089, -0.0177], [0.1867, 0.0484, 0.0428], [-0.0193, -0.0278, 0.0301], [-0.0054, 0.0299, 0.0417], [-0.1140, 0.0278, -0.0049], [0.0990, -0.0257, -0.0101], [-0.1027, -0.1412, 0.1077], [0.2924, 0.3963, -0.4091], [-0.0529, -0.1385, -0.1063], [0.0349, 0.0363, 0.0646], [0.0313, -0.2400, 0.3706], [-0.1476, 0.0629, -0.1985], [0.0163, -0.2931, 0.0906], [-0.0499, 0.0497, 0.0062], [-0.0274, 0.0091, -0.0264], [-0.0504, 0.0231, 0.0121], [0.1495, -0.0947, -0.1068], [-0.0549, 0.0139, 0.0908], [-0.0208, -0.0014, -0.0140], [0.0131, 0.0021, -0.0096], [-0.0232, 0.0035, 0.0002], [0.0073, 0.0444, 0.0152], [0.0460, -0.0204, -0.0168], [0.0011, 0.0105, -0.0195], [-0.0132, -0.0197, 0.0071], [0.0007, 0.0077, -0.0066], [-0.0089, -0.0035, -0.0016], [-0.0080, -0.0121, -0.0202], [0.0730, -0.0364, 0.0368], [0.0087, 0.0560, -0.0211], [-0.0333, 0.0244, 0.0009], [-0.1089, -0.0503, 0.0338], [-0.0368, 0.0531, -0.0122], [-0.0030, 0.0020, -0.0073], [-0.0062, 0.0276, -0.0028], [-0.0012, -0.0216, -0.0013], [0.0146, 0.0234, -0.0100], [0.0369, 0.0509, -0.0024], [0.0183, -0.0278, -0.0100], [-0.0051, 0.0013, 0.0290], [-0.0302, 0.0041, -0.0039], [-0.0253, -0.0039, -0.0459], [0.0141, 0.0035, -0.0071], [-0.0296, -0.0115, -0.0231], [0.0271, 0.0021, 0.0253], [0.0094, 0.0178, 0.0129], [-0.0331, -0.1196, -0.0080], [0.0082, -0.2828, 0.0766], [-0.0510, 0.1138, 0.0135], [-0.0709, 0.0424, -0.0776], [0.0360, -0.0582, -0.0261], [0.0124, -0.0210, -0.0949], [0.0168, -0.0324, 0.0525], [0.0235, -0.0496, 0.0005], [-0.0278, 0.0003, 0.0093], [0.0233, 0.1049, 0.0117], [-0.0711, 0.0807, 0.1985], [-0.3662, 0.1028, -0.1079], [-0.0002, -0.0037, 0.0000], [0.0171, 0.0215, 0.0018], [-0.0203, -0.0084, 0.0044], [0.0036, -0.0168, -0.0064], [-0.0263, 0.0166, 0.0085], [-0.0038, -0.0066, 0.0426], [-0.0133, -0.0194, 0.0016], [0.0084, -0.0084, -0.0366], [-0.0350, 0.0397, -0.0059], [0.0276, 0.0025, 0.0322], [-0.0180, 0.0058, 0.0182], [0.0205, -0.0270, -0.0185], [-0.2105, 0.0676, -0.4042], [0.1592, 0.1626, 0.1832], [-0.0687, 0.0496, -0.0027], [0.0566, -0.0178, -0.0177], [0.0028, -0.0071, 0.0025], [-0.0280, 0.0224, -0.0066], [0.0307, -0.0138, -0.0113], [0.0018, -0.0077, 0.0162], [-0.0257, -0.0377, 0.0053], [0.0100, -0.0522, -0.0457], [0.0106, -0.0091, 0.0005], [0.0294, -0.0088, -0.0110], [-0.0510, 0.0314, -0.0077], [0.0185, 0.0202, 0.0760], [-0.0169, -0.0097, -0.0235], [0.0547, 0.0849, 0.0173], [-0.0232, -0.0029, -0.0074], [0.0243, 0.0031, -0.0023], [-0.0026, -0.0084, -0.0062], [-0.0023, -0.0326, -0.0001], [0.0249, 0.0068, 0.0142], [0.0082, -0.0068, 0.0041], [-0.0045, -0.0056, -0.0009], [-0.0040, 0.0132, 0.0086], [0.0339, 0.0051, 0.0007], [-0.0291, 0.0118, -0.0272], [0.0064, 0.0078, 0.0017], [0.0022, 0.0016, 0.0022], [0.0117, -0.0126, 0.0056], [-0.0337, 0.0380, -0.0399], [-0.0091, -0.0308, 0.0349], [0.0069, 0.0014, -0.0053], [-0.0030, 0.0017, -0.0077], [-0.0067, -0.0053, 0.0008], [0.0040, 0.0062, 0.0093], [-0.0263, 0.4169, 0.4937], [-0.0878, -0.0670, -0.0824], [-0.0164, 0.0359, -0.0003], [0.0072, -0.0009, 0.0222], [0.0138, -0.0332, 0.0058], [-0.0157, 0.0147, -0.0021], [0.0238, 0.0128, -0.0082], [0.0529, -0.0147, -0.0128], [-0.0073, 0.0015, 0.0000], [-0.0063, -0.0064, -0.0049], [0.0014, 0.0007, -0.0040], [-0.0007, 0.0059, -0.0037], [0.0286, 0.0299, -0.0027], [-0.0140, -0.0397, 0.0152]], "lowdin_charge": [0.631, -0.003, -0.031, -0.095, -0.109, -0.096, -0.016, -0.337, 0.059, -0.180, -0.214, 0.040, -0.322, -0.069, -0.031, -0.080, -0.084, -0.074, -0.034, 0.101, 0.091, 0.098, 0.135, 0.138, 0.117, 0.134, 0.097, 0.107, 0.084, 0.128, 0.115, 0.110, 0.126, 0.061, 0.107, 0.097, 0.129, 0.135, 0.131, 0.135, 0.115, 0.078, 0.033, -0.031, -0.192, -0.134, 0.045, -0.087, 0.045, -0.188, 0.062, -0.171, 0.072, -0.151, -0.183, -0.038, 0.029, -0.078, 0.037, 0.116, 0.142, 0.131, 0.135, 0.117, 0.133, 0.139, 0.132, 0.137, 0.111, 0.138, 0.130, -0.505, 1.307, -0.315, -0.096, -0.036, -0.041, -0.052, -0.104, -0.286, -0.086, -0.045, -0.054, -0.063, -0.117, -0.290, -0.111, -0.054, -0.040, -0.043, -0.092, 0.117, 0.123, 0.123, 0.119, 0.060, 0.084, 0.120, 0.121, 0.120, 0.103, 0.060, 0.115, 0.122, 0.121, 0.104, -0.559, 1.037, -0.297, -0.210, -0.186, -0.268, 0.123, 0.075, 0.132, 0.112, 0.124, 0.121, 0.084, 0.062], "molar_mass_g_mol": 953.95, "homo_lumo_gap_ev": 7.743, "total_charge": 3, "largest_force_ev_per_a": 0.68}